Below is 7 unconnected molecules or ions with the total composition C27H41BrNO19, with properties calculated with ωB97M-V/def2-TZVPD.

## Properties
**Strongest force on any atom**: 0.0686 hartree/bohr
**ΔE to the lowest compared entry with this formula, charge and spin**: 491.34 kJ/mol
**E_tot**: -5111.58667 a.u.
**Spin multiplicity**: 2
**⟨S²⟩**: 0.755
**LUMO energy (spin up / spin down)**: 0.37 / -0.24 eV

XYZ file:
```
89
Properties=species:S:1:pos:R:3:forces:R:3
C -0.71847 2.40978 3.68847 1.361 -0.103 0.348
C -0.27285 0.79885 3.77870 -2.155 2.044 1.235
C -1.72400 -0.02379 3.82270 0.432 0.363 0.395
C 0.51841 0.64013 5.20101 -0.707 -0.826 0.448
C 1.48922 -0.67197 5.33067 2.020 2.188 -0.174
Br 0.56509 -2.31182 6.04677 0.463 0.986 -0.604
C 2.29722 -0.90365 3.92552 0.027 0.755 0.161
C 1.35462 -0.73100 2.59577 2.013 -2.244 -1.830
C 0.46365 -2.11192 2.28390 -0.188 -0.342 -0.309
C 2.41863 -0.63817 1.30713 -0.992 0.775 0.445
N 0.54016 0.53710 2.53801 -2.162 -2.122 -0.544
O -0.18801 0.63911 1.40129 2.091 0.105 2.635
H -0.55550 2.89746 4.76306 -0.790 -1.013 -2.416
H 0.09343 2.92514 2.98923 -1.926 -0.954 1.363
H -1.80470 2.55734 3.27413 2.239 -0.244 0.867
H -2.33818 0.29494 2.87852 1.239 -0.918 1.727
H -2.29456 0.37100 4.77801 1.187 -0.763 -1.930
H -1.58932 -1.18374 3.94414 -0.304 2.314 -0.390
H 1.09802 1.62693 5.47043 -0.822 -2.097 -0.713
H -0.32391 0.50973 6.03746 1.820 0.466 -1.895
H 2.31472 -0.39468 6.14692 -2.141 -0.847 -1.793
H 2.91546 -1.92480 3.91807 -1.721 2.114 -0.135
H 3.12922 -0.05058 3.85752 -1.827 -1.636 0.318
H 0.48969 -2.88210 3.16453 -0.116 1.659 -1.529
H -0.64907 -1.85649 2.01290 2.252 -0.409 0.599
H 0.91308 -2.67502 1.33939 -0.846 1.305 2.031
H 2.68143 0.50892 1.20582 -0.114 -2.431 0.135
H 1.84048 -0.96145 0.33515 1.361 0.603 1.943
H 3.34898 -1.31492 1.52591 -1.790 1.368 -0.587
C 5.97712 -2.51294 7.53763 0.843 -0.663 0.366
C 4.68617 -2.93449 6.91415 -0.322 -1.109 -0.314
O 3.86453 -1.79220 7.06311 0.541 0.886 0.234
C 4.69734 -0.71711 7.18265 -0.554 2.259 0.010
O 4.32920 0.44543 7.15735 0.730 -2.563 -0.002
O 5.99517 -1.11266 7.33308 -0.888 0.535 -0.208
H 6.84214 -2.98510 7.06386 -0.077 0.253 0.077
H 6.00700 -2.71337 8.61375 -0.021 0.024 -0.092
H 4.79058 -3.15843 5.84726 -0.005 0.030 0.082
H 4.24382 -3.79880 7.41710 -0.102 0.256 -0.105
C -1.89940 6.91007 1.63170 -0.746 0.467 -0.683
C -0.42169 6.75881 1.46894 0.650 0.240 -0.900
O 0.02295 6.47503 2.78190 -0.623 -0.313 0.635
C -1.04122 5.94950 3.45644 0.157 -1.140 2.424
O -0.97142 5.43668 4.56090 -0.179 1.272 -2.537
O -2.19276 6.07183 2.73362 0.703 -0.251 0.578
H -2.45109 6.59005 0.74351 -0.014 -0.044 0.267
H -2.18991 7.93604 1.88085 0.040 -0.077 -0.011
H -0.15658 5.92005 0.81665 -0.041 0.054 0.062
H 0.05022 7.66853 1.08767 0.047 -0.176 0.200
C 0.59704 1.92019 -2.12724 -0.116 0.591 0.990
C -0.24301 0.69317 -2.27459 -0.850 -0.270 1.030
O -0.12440 0.38076 -3.64953 1.242 0.461 -1.039
C 1.04223 0.94058 -4.08454 0.522 -0.382 -1.458
O 1.54319 0.72792 -5.17610 -0.848 0.458 1.994
O 1.57518 1.76812 -3.13870 -0.015 -0.677 -1.132
H 1.06582 1.98804 -1.14170 0.034 -0.013 -0.238
H 0.03231 2.83898 -2.31694 0.028 -0.067 -0.027
H 0.13880 -0.14805 -1.68648 0.004 0.094 -0.020
H -1.28808 0.86958 -2.00560 0.482 -0.225 -0.234
C 2.46002 -1.57376 -7.87791 0.376 1.069 -0.368
C 1.32387 -1.71732 -6.91794 -0.469 1.112 0.742
O 0.94340 -3.07229 -7.06429 0.959 -0.856 -0.585
C 2.03236 -3.74060 -7.54509 0.322 -2.287 -0.191
O 2.11321 -4.95467 -7.62996 -0.250 2.567 0.185
O 3.01876 -2.87346 -7.91730 -0.612 -0.992 0.307
H 3.20060 -0.84350 -7.54043 -0.057 -0.247 -0.065
H 2.12529 -1.30227 -8.88456 0.021 -0.043 0.064
H 1.62901 -1.54567 -5.88029 -0.083 0.008 -0.247
H 0.48984 -1.05210 -7.15782 0.065 -0.249 0.153
C -1.89407 -3.79560 -7.31258 1.053 -0.527 -0.261
C -2.94980 -4.72742 -6.81244 -0.035 -1.145 -0.253
O -3.70836 -3.91827 -5.93381 -0.018 1.095 -0.022
C -3.51667 -2.62345 -6.32156 -1.092 1.814 0.748
O -4.15147 -1.67469 -5.89196 1.282 -1.991 -0.866
O -2.52316 -2.52925 -7.25298 -1.009 0.285 0.656
H -1.58493 -4.02711 -8.33555 -0.034 0.217 0.158
H -1.00915 -3.78136 -6.66776 -0.345 -0.072 -0.192
H -3.60307 -5.08801 -7.61401 0.016 0.031 0.073
H -2.52942 -5.58677 -6.28287 -0.181 0.197 0.032
C -5.46534 0.41969 -3.11208 -0.613 -0.475 -1.011
C -6.11069 1.13574 -1.97025 -1.071 0.353 0.008
O -5.15461 1.02296 -0.93327 1.121 -0.206 -0.139
C -3.94236 0.82933 -1.53044 1.617 0.000 0.856
O -2.87317 0.85952 -0.94425 -2.543 0.010 -0.955
O -4.08272 0.59866 -2.86856 0.474 0.328 1.178
H -5.74621 0.84216 -4.08073 0.260 -0.129 0.125
H -5.68819 -0.65242 -3.11309 0.060 0.118 -0.033
H -6.27814 2.19684 -2.18313 0.031 -0.079 0.028
H -7.05905 0.67851 -1.67495 0.234 0.089 0.125
```
Forces are in eV/Å.